a:
Entry from the Open Molecules 2025 dataset: the ion C9H12N3O with charge +1 (ωB97M-V with the def2-TZVPD basis set).

XYZ file:
```
25
Properties=species:S:1:pos:R:3:mulliken_charge:R:1
H -3.594 0.661 1.338 0.3142
H -5.181 -1.818 -0.877 0.3819
C -0.268 2.438 -0.312 0.6822
H -2.808 -0.977 -0.966 0.3207
C 3.285 1.091 -0.395 -1.3344
H -5.735 -0.437 0.074 0.3334
H 4.846 -1.287 -0.365 0.4314
C 1.637 -0.656 0.489 -0.7679
H 2.674 1.006 -1.230 0.4342
C -3.570 -0.657 -0.273 0.2879
H 4.336 1.048 -0.807 0.3172
O -0.924 3.427 -0.425 -0.4140
N 0.481 1.503 -0.152 -0.2255
H 1.562 -1.464 1.140 0.4293
H 4.499 -1.069 1.219 0.3814
N -0.644 -0.161 0.673 0.1235
N -1.689 0.357 0.955 -0.5114
H -5.106 -0.342 -1.566 0.3276
H 2.990 1.851 0.242 0.3676
C 2.904 -0.349 0.119 1.1456
C -4.969 -0.852 -0.639 -1.1505
C 4.004 -1.295 0.294 -1.6244
C 0.559 0.235 0.366 0.6302
C -2.940 0.055 0.676 -0.2595
H 3.651 -2.305 0.421 0.3792
```

Frontier orbital gap (alpha / beta) ... 6.583 / 6.582 eV
M ... 178.22 g mol⁻¹
Charge ... +1
HOMO (alpha / beta) ... -12.6503 / -12.6556 eV



b:
Entry from the Open Molecules 2025 dataset: a structure of composition C9H12N3O (ωB97M-V with the def2-TZVPD basis set).

XYZ file:
```
25
Properties=species:S:1:pos:R:3:mulliken_charge:R:1
H -2.797 2.643 -2.751 0.3363
H -0.336 3.181 -3.145 0.3839
H 1.401 1.436 2.681 0.2636
C 0.420 -2.114 0.177 -0.6767
H 1.283 2.339 -1.529 0.4454
H 0.182 0.457 3.643 0.3109
H 1.266 -1.040 -1.448 0.2363
H -3.175 0.736 -1.485 0.4212
C -0.084 -1.423 1.566 -0.6365
N -1.300 0.532 -0.598 -0.8619
H -1.176 -1.455 1.477 0.2449
C -0.663 2.452 -2.407 -0.4528
C 0.296 1.939 -1.492 0.0363
C 1.371 0.176 0.404 0.7829
C -2.202 1.073 -1.389 -0.2294
H -0.422 -2.028 -0.524 0.2850
N -0.072 1.004 -0.649 0.3209
C -1.921 2.049 -2.332 -0.2470
C 1.469 -1.122 -0.304 -0.6902
C 0.729 0.537 2.684 -0.1408
H 0.326 -2.036 2.372 0.4975
H 0.663 -3.141 0.282 0.4162
H 2.510 -1.290 -0.347 0.4683
O 2.219 1.013 0.468 -0.6514
N 0.583 -0.223 1.615 0.1373
```

Frontier orbital gap ... 8.759 eV
M ... 178.22 g mol⁻¹
Charge ... +1
HOMO ... -13.5069 eV



Q: Which of them is the least stable? A: a.



a:
Entry from the Open Molecules 2025 dataset: a cluster of 2 separate species, C4H10NO2S in total (ωB97M-V with the def2-TZVPD basis set).

XYZ file:
```
18
Properties=species:S:1:pos:R:3:mulliken_charge:R:1
H -1.059 -0.931 -1.436 0.3617
C -0.655 0.073 -1.533 -1.1051
H -0.312 0.205 -2.554 0.3173
C -1.989 -0.960 1.234 -0.5585
O 3.880 2.281 -1.257 -0.6435
H -1.550 0.681 -1.379 0.2742
N 0.426 -0.186 0.701 -0.1176
H 3.425 1.767 -0.606 0.3566
S -2.902 -1.696 2.604 -0.5901
H 3.145 2.535 -1.818 0.3166
H -2.242 -1.254 0.211 0.1155
O 1.294 1.180 -0.833 -0.6643
H -0.190 -2.156 0.958 0.2355
C -0.471 -1.187 1.365 -0.6370
H -2.139 0.131 1.218 0.1749
H 1.180 0.218 1.231 0.2192
C 0.390 0.381 -0.523 0.5730
H -0.230 -1.083 2.416 0.3715
```

Frontier orbital gap ... 6.141 eV
M ... 136.20 g mol⁻¹
Charge ... -1
HOMO ... -2.8415 eV



b:
Entry from the Open Molecules 2025 dataset: a cluster of 2 separate species, C4H10NO2S in total (ωB97M-V with the def2-TZVPD basis set).

XYZ file:
```
18
Properties=species:S:1:pos:R:3:mulliken_charge:R:1
N -0.779 -0.392 0.670 0.0190
H -0.741 -0.606 -1.370 0.4224
C -1.039 0.158 -0.661 -0.8758
C -1.262 0.189 1.776 0.0464
H -1.724 1.151 1.556 0.3204
C 1.276 1.260 -0.512 -0.6058
H -2.071 0.499 -0.662 0.3692
H -0.210 1.429 -2.111 0.3348
H 1.294 -2.695 -0.529 0.2394
H 1.472 -3.034 0.979 0.3280
H -0.625 2.320 -0.714 0.3246
C -0.157 1.379 -1.030 -0.6311
O 1.020 -3.296 0.181 -0.7088
H 1.171 1.278 0.579 0.1717
S 2.079 -0.286 -1.006 -0.6493
H 1.806 2.175 -0.797 0.3284
O -1.173 -0.229 2.922 -0.6304
H -0.337 -1.300 0.728 0.1967
```

Frontier orbital gap ... 6.763 eV
M ... 136.20 g mol⁻¹
Charge ... -1
HOMO ... -3.0223 eV



Q: Which of them is the least stable? A: a.